(1)
Formula: C31H50FIrN4O6SSi
Source: the OMol25 dataset
Level of theory: ωB97M-V/def2-TZVPD

Atoms and positions in Å:
Ir1 -1.261897 0.780051 1.708386
S1 -2.071306 -1.159490 0.888467
Si1 -3.620864 -3.302662 -0.215368
F1 5.421416 0.417716 0.375568
O1 -2.780683 -4.285553 0.683265
O2 0.531216 0.897018 0.811851
O3 -2.089780 2.367246 0.670244
O4 -2.212567 3.264808 -1.327432
O5 -4.999121 -2.728994 0.255028
O6 -3.132939 -2.993647 -1.684674
N1 -1.328385 0.794153 3.867007
N2 6.349936 2.505840 -1.296479
N3 8.572216 3.783345 -1.605365
N4 1.751525 4.007983 -1.558302
C1 8.796791 2.387236 -1.078676
C2 -5.919227 -1.069668 1.679590
C3 -1.697833 -6.398324 0.705082
C4 7.735583 3.778165 -2.848525
C5 0.865641 1.857005 0.024153
C6 -7.163321 -3.199250 1.188625
C7 -0.812961 -4.443124 2.030668
C8 -3.780065 -3.159943 -3.985246
C9 2.536784 6.343965 -1.314209
C10 0.464786 3.813373 -1.282403
C11 5.023470 2.384847 -0.922869
C12 -1.427875 -4.903687 0.717837
C13 7.444414 1.862902 -0.568605
C14 4.543360 1.324530 -0.104344
C15 -1.366892 0.734809 4.997923
C16 3.244514 1.210212 0.230743
C17 -3.476800 -2.171006 -2.880271
C18 -0.047353 2.752593 -0.575503
C19 -5.076371 -3.249636 2.643875
C20 2.102902 5.249303 -2.294923
C21 2.701773 3.151181 -1.087607
C22 -1.571052 2.785142 -0.416235
C23 -1.372116 0.595834 6.453454
C24 4.079028 3.285336 -1.358059
C25 -4.659598 -1.266978 -2.571863
C26 -2.202687 -1.374879 -3.197111
C27 -2.742146 0.510660 7.127904
C28 6.656163 2.708510 -2.708558
C29 2.280638 2.090722 -0.272452
C30 -0.615378 -4.439823 -0.483927
C31 -5.791955 -2.561808 1.482511
H1 -0.249523 4.512550 -1.661558
H2 -2.207072 -6.679923 -0.210382
H3 0.397624 -4.856314 -0.440562
H4 -1.372291 -2.077365 -3.269775
H5 -0.771946 -6.999611 0.783019
H6 6.983443 1.741490 -3.147055
H7 0.185383 -4.905218 2.134084
H8 7.338242 2.092276 0.484402
H9 -7.665279 -2.689135 0.367095
H10 -4.397993 -0.603781 -1.734031
H11 -2.925558 -3.801193 -4.207020
H12 2.823982 4.985710 -3.046731
H13 8.106697 4.368296 -0.882325
H14 -1.447305 -4.767326 2.848357
H15 -6.623940 -0.856859 2.488747
H16 -2.301839 -0.928518 -4.188525
H17 9.446369 4.248616 -1.815303
H18 -6.290989 -0.552635 0.784713
H19 3.427171 6.083676 -0.776022
H20 -2.353519 -6.630408 1.554687
H21 8.384189 3.538529 -3.708642
H22 -7.027864 -4.260506 0.918750
H23 -4.664853 -3.772545 -3.750572
H24 -3.967804 -2.634202 -4.930027
H25 2.937517 0.361780 0.837691
H26 -5.683695 -3.242145 3.547939
H27 7.326734 4.764900 -2.989852
H28 -0.528836 -3.351212 -0.504815
H29 1.192559 5.535505 -2.827829
H30 5.794601 3.032480 -3.275615
H31 2.732366 7.249334 -1.901903
H32 -0.777672 1.406740 6.883558
H33 1.691122 6.542214 -0.666696
H34 9.190625 1.830934 -1.924031
H35 -4.101557 -2.783585 2.846987
H36 -7.773188 -3.087569 2.064503
H37 -3.349763 1.400052 6.900956
H38 7.468039 0.774153 -0.665277
H39 -2.610080 0.441407 8.189054
H40 -4.918831 -4.307460 2.380198
H41 -5.524378 -1.878221 -2.287744
H42 -0.690477 -3.359011 2.021267
H43 -4.959325 -0.629576 1.939986
H44 -3.278620 -0.413353 6.827522
H45 -4.942128 -0.691389 -3.449083
H46 -0.780037 -0.313977 6.632761
H47 -1.994339 -0.624367 -2.447557
H48 9.540787 2.454349 -0.287140
H49 4.405852 4.147587 -1.928966
H50 -1.073605 -4.751178 -1.414380

Cartesian forces, eV/Å:
-1.6 -0.7 0.3
0.3 1.1 0.5
0.5 0.3 -0.5
-0.3 0.2 -0.2
-0.3 0.2 -0.2
0.8 -0.2 -0.4
-0.2 -1.5 2.1
0.3 -0.1 0.4
0.3 -0.2 -0.1
-0.2 -0.1 0.4
0.0 0.0 -2.0
0.4 0.4 -0.4
-0.3 0.5 0.5
-0.5 0.8 -0.4
-0.4 0.6 -0.1
-0.3 0.4 0.0
0.2 -0.1 0.4
0.3 -0.7 -0.6
0.6 1.4 -0.6
1.0 -0.1 -0.5
0.4 -0.4 -0.4
-0.2 -0.2 -0.4
-0.5 0.1 -1.4
0.1 -0.5 -0.2
-0.5 -0.6 0.5
0.3 -0.1 -0.2
0.2 -0.3 0.0
0.8 0.2 0.1
-0.2 -0.1 2.1
-0.4 -0.7 0.3
0.3 0.3 -0.3
0.1 -0.3 0.8
0.0 -0.4 -0.5
-0.4 0.0 0.5
0.5 -0.8 0.5
0.5 0.9 -2.6
0.5 -0.3 0.2
-0.4 0.7 -0.5
0.1 -0.5 0.6
-0.3 -0.8 -0.3
-0.7 -0.3 -1.0
0.3 -0.6 -0.1
-0.8 -0.5 0.2
0.1 0.0 0.2
-0.7 -0.2 0.2
-0.2 0.5 -0.3
-0.1 -0.1 -0.2
-0.2 0.0 0.1
0.1 0.0 0.1
-0.4 0.4 0.0
-0.1 0.5 0.1
-0.5 0.2 0.0
0.0 0.0 0.2
0.1 0.0 0.0
-0.2 0.0 -0.3
0.0 -0.1 0.3
0.4 0.0 -0.3
0.3 -0.5 -0.4
0.0 0.1 0.2
0.1 -0.1 0.0
-0.1 0.2 0.2
0.5 0.1 0.0
0.1 -0.3 0.1
0.3 -0.1 0.5
0.2 -0.1 -0.2
-0.1 0.2 0.4
-0.2 0.4 0.3
0.3 0.2 -0.1
-0.2 0.1 0.3
0.0 0.2 -0.1
0.0 0.2 0.0
-0.1 0.4 0.1
0.0 0.0 0.1
0.2 0.1 0.1
-0.2 -0.1 0.0
0.0 -0.1 0.3
-0.1 0.1 -0.2
0.1 0.1 0.4
0.1 -0.2 0.1
-0.2 -0.1 0.0
-0.4 -0.2 0.4
0.2 -0.4 0.1
-0.1 0.0 -0.1
0.2 0.1 0.5
0.0 0.3 0.2
0.1 0.2 0.0
0.0 0.0 0.2
0.2 0.1 0.1
0.2 0.7 0.0
0.1 0.1 0.0
-0.2 0.1 0.0
0.0 0.3 0.2
0.0 -0.2 0.0
0.0 -0.1 0.0
-0.1 -0.1 -0.2

**⟨S²⟩**: 8.7687
**Multiplicity**: 6
**Frontier orbital gap (alpha / beta)**: 8.6 / 6.1 eV
**Charge**: +3

(2)
Formula: C31H50N2O18
Source: the OMol25 dataset
Level of theory: ωB97M-V/def2-TZVPD

Atoms and positions in Å:
O1 -23.792000 -6.275000 -16.253000
O2 -19.994000 -2.963000 -16.194000
O3 -18.763000 -5.302000 -19.708000
O4 -24.182000 -7.711000 -14.679000
O5 -16.926000 -0.401000 -17.821000
O6 -17.866000 1.760000 -11.845000
O7 -19.167000 -5.960000 -21.845000
O8 -18.725000 -0.296000 -12.005000
O9 -16.148000 -2.088000 -16.581000
O10 -20.847000 -3.473000 -18.232000
O11 -18.562000 2.650000 -19.894000
O12 -18.134000 3.026000 -22.190000
O13 -17.434000 -4.761000 -21.379000
O14 -20.844000 -1.406000 -17.524000
O15 -15.297000 -1.604000 -18.609000
O16 -19.438000 4.473000 -21.224000
O17 -22.225000 -6.637000 -14.889000
O18 -17.958000 0.708000 -13.808000
N1 -22.130000 4.156000 -17.980000
N2 -18.034000 -1.691000 -22.295000
C1 -17.014000 -1.889000 -22.769000
C2 -19.884000 -0.808000 -19.542000
C3 -23.482000 -6.933000 -15.243000
C4 -16.849000 -4.170000 -20.253000
C5 -15.448000 -0.695000 -19.693000
C6 -18.357000 -0.607000 -14.208000
C7 -20.562000 -2.648000 -17.199000
C8 -16.148000 -1.396000 -17.538000
C9 -16.125000 1.702000 -18.631000
C10 -16.452000 0.217000 -18.958000
C11 -18.797000 3.341000 -21.077000
C12 -15.602000 -2.119000 -23.325000
C13 -15.373000 -3.485000 -23.894000
C14 -21.173000 -1.300000 -18.875000
C15 -18.493000 -5.354000 -21.031000
C16 -19.374000 1.569000 -16.707000
C17 -21.994000 1.805000 -16.852000
C18 -13.968000 -3.898000 -23.512000
C19 -18.075000 0.795000 -12.501000
C20 -18.759000 -1.259000 -12.963000
C21 -20.779000 -6.609000 -16.813000
C22 -17.257000 1.962000 -22.205000
C23 -17.787000 -4.512000 -19.071000
C24 -20.121000 -1.955000 -13.053000
C25 -19.644000 5.315000 -20.159000
C26 -20.777000 1.594000 -15.913000
C27 -22.830000 -5.214000 -16.522000
C28 -22.065000 3.114000 -17.550000
C29 -17.136000 -5.299000 -17.921000
C30 -21.462000 -2.720000 -19.234000
C31 -21.610000 -5.780000 -15.833000
H1 -22.830000 -4.911000 -17.562000
H2 -18.504000 1.931000 -16.086000
H3 -17.022000 1.720000 -23.321000
H4 -21.093000 -3.000000 -20.192000
H5 -19.297000 2.331000 -17.483000
H6 -17.923000 -1.956000 -12.732000
H7 -22.892000 1.848000 -16.241000
H8 -14.597000 -0.037000 -19.981000
H9 -19.117000 -1.603000 -19.499000
H10 -17.860000 -5.272000 -17.087000
H11 -18.714000 5.874000 -20.022000
H12 -17.034000 -6.361000 -18.143000
H13 -23.222000 -4.262000 -16.150000
H14 -20.334000 6.119000 -20.324000
H15 -20.811000 0.668000 -15.250000
H16 -17.591000 1.058000 -21.790000
H17 -15.315000 -3.357000 -25.002000
H18 -16.935000 -3.107000 -20.454000
H19 -17.362000 0.342000 -19.582000
H20 -18.311000 -3.644000 -18.665000
H21 -13.093000 -3.274000 -23.794000
H22 -20.149000 -7.272000 -16.294000
H23 -13.892000 -4.076000 -22.460000
H24 -15.767000 -1.107000 -20.621000
H25 -16.008000 -4.265000 -23.557000
H26 -16.319000 2.166000 -21.640000
H27 -22.556000 -2.815000 -19.177000
H28 -19.888000 -0.684000 -20.621000
H29 -16.753000 1.973000 -17.839000
H30 -22.114000 0.992000 -17.525000
H31 -20.877000 -1.260000 -13.333000
H32 -20.149000 -2.737000 -13.700000
H33 -20.912000 -5.084000 -15.328000
H34 -19.514000 0.152000 -19.278000
H35 -16.212000 -4.747000 -17.668000
H36 -20.766000 2.305000 -14.987000
H37 -14.897000 -2.030000 -22.456000
H38 -22.020000 -0.672000 -18.971000
H39 -17.504000 -0.965000 -14.820000
H40 -19.857000 4.738000 -19.245000
H41 -19.196000 0.623000 -17.236000
H42 -20.229000 -5.950000 -17.487000
H43 -13.829000 -4.712000 -24.123000
H44 -20.187000 -2.575000 -12.160000
H45 -19.158000 -0.654000 -14.923000
H46 -15.296000 -1.328000 -23.964000
H47 -15.733000 -4.435000 -20.174000
H48 -16.193000 2.381000 -19.440000
H49 -15.097000 1.900000 -18.308000
H50 -21.422000 -7.214000 -17.467000

Cartesian forces, eV/Å:
-1.8 3.7 -5.1
-0.5 -0.3 -0.1
-0.5 -0.2 -0.8
-0.2 -0.5 0.5
-0.6 0.1 1.2
0.8 0.3 0.2
0.3 0.7 1.4
0.3 1.8 1.5
-0.1 -0.3 0.6
0.3 -0.6 0.9
-1.9 3.9 -6.7
-1.9 1.2 0.3
3.0 1.2 -0.6
-0.6 1.0 1.9
1.6 -1.5 -0.2
-0.1 -1.9 -2.4
1.2 -0.3 1.6
0.2 0.1 -1.0
-0.2 2.3 -1.1
-0.7 0.1 0.3
2.5 0.0 -1.2
0.0 -0.8 -1.6
1.2 -2.1 3.2
1.8 1.5 0.8
-0.4 2.4 2.4
1.4 0.7 -2.9
1.4 -0.5 0.2
1.3 -1.2 -1.2
2.4 -1.5 0.0
-2.3 3.8 -3.6
2.9 -3.0 6.2
-1.5 0.1 2.9
2.0 1.4 -1.8
2.4 0.6 -1.4
-4.5 -3.7 -1.5
-0.3 1.2 0.9
0.0 1.0 1.5
0.6 1.3 -0.1
-1.9 0.8 1.2
0.7 -3.9 -0.5
-1.2 0.7 -1.0
2.6 -0.9 -1.9
1.1 -0.7 0.6
1.9 0.7 2.4
1.1 0.8 3.0
2.0 0.3 1.6
-1.1 1.0 0.3
0.8 -2.9 1.4
-0.9 1.0 0.1
-2.0 0.2 -0.4
1.1 -0.2 -1.0
0.6 -1.3 -0.6
-0.9 -1.2 -0.1
-0.3 0.7 2.0
0.2 -0.3 -0.7
-0.8 0.1 -0.3
-0.8 -0.3 0.2
-0.2 -0.4 0.2
0.3 -0.9 0.9
-0.1 0.4 0.7
0.6 0.2 -0.1
0.2 -0.2 0.3
0.5 0.2 -0.4
0.0 -0.3 1.1
-1.0 -0.4 -0.6
-0.5 0.5 -1.6
-1.2 -1.1 0.7
-0.8 -0.6 0.7
0.4 0.3 0.2
0.4 -0.2 0.1
0.4 0.2 -0.1
-0.9 0.4 0.1
1.0 -0.7 0.7
0.1 -0.6 0.6
-0.8 -0.9 -0.3
-1.0 -0.4 0.0
-0.5 0.3 -0.6
0.2 -0.7 -0.2
-1.0 -0.2 -0.4
-1.1 0.7 0.9
0.0 -0.6 -0.7
-0.9 0.5 0.5
0.4 -1.8 -2.8
-0.9 -0.1 -0.1
0.2 0.7 1.1
-0.3 -0.7 0.2
0.0 -0.3 -2.2
-0.9 0.1 -0.3
-0.7 0.7 -0.3
-0.3 -0.5 0.9
-0.2 0.5 -0.4
0.0 0.2 0.7
0.2 0.0 0.2
0.8 -2.7 -0.7
-1.0 0.9 0.8
-0.7 0.9 -0.4
-0.1 0.7 -0.8
-1.8 0.1 0.1
-0.8 0.3 -1.0
0.2 -0.6 0.4
0.0 0.1 0.2

**SMILES string**: C[C@H]1COC(=O)O1.C[C@H]1COC(=O)O1.C[C@H]1COC(=O)O1.C[C@H]1COC(=O)O1.C[C@H]1COC(=O)O1.COC(=O)OC.CCCC#N.CCCC#N
**ΔE to the lowest compared entry with this formula, charge and spin**: 50.6 kcal/mol
**Frontier orbital gap**: 10.5 eV

(3)
Formula: C31H50O3P2SZr
Source: the OMol25 dataset
Level of theory: ωB97M-V/def2-TZVPD

Atoms and positions in Å:
Zr1 -0.708976 -0.038843 1.141880
S1 1.685182 -1.664827 3.146272
P1 1.770127 -0.447449 -4.438418
P2 -0.601272 -1.165463 -6.187571
O1 2.855741 -0.834579 2.947331
O2 0.416070 -0.929926 2.563666
O3 1.675590 -3.022762 2.646832
C1 1.971530 0.650605 0.490513
C2 -0.552960 1.426390 -1.767043
C3 -2.081875 2.053630 1.604889
C4 2.093932 -0.030897 -0.841220
C5 0.144490 -0.972359 6.843543
C6 1.078948 -1.501629 -6.966077
C7 -1.806442 3.513178 1.465832
C8 -3.548606 1.763034 -0.521754
C9 -1.881499 1.289897 2.806344
C10 2.851123 -1.852654 -3.897067
C11 -1.479033 -2.268043 -7.378078
C12 2.899569 1.010401 -4.271434
C13 -2.541942 0.006812 2.623900
C14 2.375403 -2.212797 5.729443
C15 -1.367531 1.853941 4.085627
C16 0.287255 -1.027709 5.454599
C17 -0.894252 0.381442 -7.143433
C18 -3.886101 -1.140317 0.713535
C19 1.393715 -1.653048 4.897793
C20 2.156082 -0.683841 -6.271518
C21 1.258601 1.797294 0.747915
C22 2.241705 -2.123491 7.116061
C23 0.498977 2.454361 -1.699505
C24 1.014984 -1.347969 9.182251
C25 -2.844538 1.260736 0.684572
C26 -2.845093 -0.997205 3.677998
C27 1.127404 -1.497450 7.687371
C28 1.047349 2.859559 -0.300521
C29 0.815845 -0.743586 -1.307202
C30 -3.071683 -0.032138 1.280431
C31 -0.456395 0.104813 -1.368035
H1 -2.569526 4.126343 1.978248
H2 2.365928 -2.795487 -4.191662
H3 -0.537051 0.270077 -8.174248
H4 3.238833 -2.713978 5.290420
H5 -1.202662 1.069239 4.827973
H6 -3.214950 -0.493066 4.583663
H7 2.240690 0.312392 -6.731973
H8 -3.986465 -1.069849 -0.375755
H9 -4.582057 2.060119 -0.277341
H10 1.768365 -0.652039 9.576973
H11 -1.368806 -0.527136 -1.432661
H12 3.021828 -2.531909 7.763212
H13 -0.393785 1.228817 -6.670016
H14 -1.188624 -3.311461 -7.196766
H15 2.905498 1.426423 -3.257595
H16 2.476881 0.623477 -1.633832
H17 -0.836453 3.786566 1.906215
H18 2.017607 3.350179 -0.495017
H19 -0.727899 -0.495727 7.287759
H20 3.924311 0.730209 -4.557568
H21 0.030996 -0.952049 9.453814
H22 -1.479383 1.751842 -2.239258
H23 -3.624431 -1.684789 3.333273
H24 0.392539 3.632854 0.118901
H25 -0.410450 2.370646 3.939187
H26 1.033812 -1.188555 -2.297684
H27 -1.800494 3.811157 0.408649
H28 -4.900238 -1.126648 1.135026
H29 3.831429 -1.770262 -4.385942
H30 3.130599 -1.188563 -6.339730
H31 1.356327 2.236717 -2.355173
H32 -1.971875 0.572740 -7.150995
H33 -3.048577 2.634608 -0.953267
H34 -3.597824 0.983584 -1.290939
H35 2.525443 1.789576 -4.952434
H36 2.985018 -1.843818 -2.808831
H37 0.041842 3.371079 -2.116172
H38 -1.231798 -1.990875 -8.416148
H39 -0.463146 -0.582364 4.812389
H40 -1.972236 -1.607916 3.949911
H41 2.652381 0.282479 1.255229
H42 2.864008 -0.809292 -0.697263
H43 1.273366 -2.581544 -6.881841
H44 -2.559391 -2.171227 -7.210966
H45 1.001294 -1.239702 -8.031397
H46 1.156969 -2.301086 9.703631
H47 -2.074041 2.570980 4.527836
H48 -3.457265 -2.126317 0.936998
H49 0.651394 -1.619478 -0.639716
H50 1.220650 2.145928 1.793161

Cartesian forces, eV/Å:
1.8 0.2 -0.2
1.4 -1.4 1.2
1.1 0.3 -0.9
0.2 -0.6 -1.6
-1.0 -0.5 -0.4
-0.9 0.6 -1.1
-0.1 1.5 0.1
-0.1 1.1 -0.1
-0.1 -1.9 0.5
-0.4 -0.7 0.0
0.9 -0.4 0.1
0.2 -0.1 -0.2
-0.4 -0.2 0.4
0.4 0.4 -0.2
0.1 0.0 -0.7
-1.3 -0.8 -0.5
0.0 0.2 0.2
-0.3 -0.1 0.1
0.2 -0.1 0.1
-0.1 1.4 -0.3
0.0 -0.1 0.0
0.5 -0.1 0.4
-0.1 -0.1 0.2
-0.2 0.2 0.3
-0.1 -0.5 -0.4
-0.1 0.1 0.3
-0.2 0.1 0.2
0.7 -0.6 -0.1
0.0 0.0 -0.5
0.4 1.3 -0.4
-0.1 0.1 0.2
0.0 -0.3 1.0
0.2 -0.6 0.3
0.0 0.1 0.0
-0.9 0.3 -0.3
-0.1 0.2 1.0
0.1 1.3 0.7
0.0 0.3 -0.4
0.2 -0.4 -0.2
0.2 0.2 0.1
-0.1 0.1 0.2
-0.2 0.2 0.1
-0.1 0.3 -0.1
0.2 -0.2 -0.3
0.0 -0.3 0.2
0.0 0.0 0.2
0.4 -0.2 0.0
-0.1 -0.2 -0.2
0.2 0.4 -0.4
-0.3 0.1 -0.3
0.0 0.1 -0.1
-0.1 0.2 -0.1
0.2 0.0 -0.3
-0.2 -0.1 0.3
-0.3 0.0 -0.1
-0.3 -0.2 0.3
0.1 -0.1 -0.1
-0.2 0.3 0.1
0.2 -0.1 0.0
-0.1 -0.2 0.5
0.1 0.2 0.1
0.2 -0.2 -0.2
-0.2 0.0 0.1
-0.6 0.2 0.3
0.0 0.0 0.3
0.2 0.0 0.0
-0.2 -0.1 0.2
-0.1 0.4 0.0
-0.5 -0.2 0.1
0.1 0.1 -0.1
-0.2 -0.1 0.1
-0.1 0.2 0.0
0.2 -0.2 0.2
0.1 -0.2 -0.2
0.4 -0.3 0.1
-0.2 -0.2 0.4
0.3 -0.2 0.2
-0.3 0.1 0.0
-0.8 -0.4 0.4
-0.3 0.3 -0.3
0.0 0.3 0.0
0.2 -0.1 -0.2
0.1 -0.3 0.3
0.0 0.1 -0.2
0.1 -0.1 -0.3
-0.1 0.1 0.0
-0.1 0.0 0.0
0.3 0.0 -0.4

**ΔE to the lowest compared entry with this formula, charge and spin**: 0.0 kcal/mol
**Frontier orbital gap**: 4.3 eV
**Charge**: +2

The calculated total energy results, record by record, are as follows: -2772.75856; -2674.93994; -2564.31912 Ha.